(1)
A cluster of 5 separate species, C26H57N2O11 in total in a non-equilibrium geometry. Source: OMol25; level of theory: ωB97M-V/def2-TZVPD.

Summary:
LUMO (spin up / spin down) = 0.25 / -0.39 eV
2S+1 = 2
orbital gap (spin up / spin down) = 0.3398 / 0.3185 Eh
E_HOMO (spin up / spin down) = -0.3308 / -0.3329 Eh

CARTESIAN COORDINATES (ANGSTROEM)
O  -1.9769  -0.2581  5.3507
H  -0.4628  0.0460  -0.3799
H  7.7493  -6.1349  -2.9457
H  1.2465  -0.1947  0.4182
O  -0.6727  1.5208  -2.5186
H  -4.3621  3.7768  6.6560
C  -3.4608  5.7253  7.0031
H  -1.0994  1.1114  6.6214
C  -5.9740  -1.6289  -2.2310
C  0.5967  0.4603  -0.2846
H  -1.8601  1.5375  4.2977
H  -2.1001  0.4584  2.0627
C  -0.2527  -0.5052  -4.8962
C  7.6671  -6.4308  -3.9951
O  2.1652  -2.3140  -3.9770
H  -1.3522  -0.1431  -4.8028
H  5.3811  -6.4733  -3.1975
H  -7.0180  1.3580  -4.1341
C  -2.6709  2.6918  8.0078
C  0.1276  -1.4982  3.2380
C  2.2632  0.0964  -4.3543
O  -5.3241  -0.7367  -1.3359
H  7.4696  -7.5040  -4.0608
H  -2.7290  5.6575  10.2040
H  -0.0191  -2.1914  2.4030
H  0.6027  1.5106  0.2075
H  -6.7868  1.1397  -2.3924
H  3.1188  2.0053  -2.3366
H  8.1714  -3.3979  -1.9528
C  2.2176  1.9666  -1.6093
H  -6.3756  2.7007  -3.1651
H  4.3096  -4.2739  -2.7165
H  1.5332  2.8907  -1.7545
H  -2.2220  6.9726  9.1233
H  -2.5343  6.2609  6.7692
H  -5.4842  -2.6058  -2.1995
C  -2.2772  0.5291  4.1995
C  2.2733  -0.7335  -1.8770
C  -3.4249  4.3042  6.4472
H  -3.1698  1.8108  7.5949
C  -2.5181  5.9193  9.1651
C  2.6611  -1.1425  -3.3532
O  -2.3085  3.5748  6.9541
O  6.2771  -4.1189  -2.2162
H  7.0174  -2.2423  -2.6515
H  -3.6802  -0.9463  -2.6020
H  3.2531  -0.4328  -1.3278
C  -4.2225  1.1520  -2.4211
C  -1.7871  -0.1444  2.9205
C  0.5766  1.9564  -4.9989
C  -4.0827  -0.2570  -1.8514
H  -3.3792  -0.2274  -1.0126
H  -3.3675  0.6210  4.1513
H  -5.9750  -1.2503  -3.2568
H  0.0218  -0.5116  -6.0060
H  4.6099  -5.7735  -4.6288
H  -1.7579  2.3734  8.5146
H  -4.2886  6.2659  6.5351
C  5.2799  -4.3008  -3.2214
O  -5.0608  1.1639  -3.5772
C  -0.8348  0.2191  6.0500
H  1.7811  -1.5022  -1.1950
O  6.6446  -5.7120  -4.6713
H  7.6968  -3.5625  -3.6506
H  -3.3050  4.3562  5.3599
H  5.3047  -3.4803  -3.9457
H  2.6685  2.0105  -0.5559
H  -0.0064  0.4468  5.3739
H  -3.2364  1.5027  -2.7383
C  -6.3766  1.6127  -3.2879
C  7.3418  -3.2882  -2.6545
H  -2.2269  -1.1415  2.8093
N  0.8527  -3.9837  -2.5042
C  0.7253  0.5856  -4.1611
C  5.4341  -5.6500  -3.9184
H  -0.2561  1.7994  -5.7706
H  -7.0092  -1.7441  -1.9042
H  0.4581  2.8980  -4.3633
H  -0.2284  -1.5323  -4.3903
H  4.4830  -0.3265  -3.0914
O  4.1338  -1.1909  -3.4260
H  -1.6973  5.2900  8.8130
C  1.3466  0.6135  -1.7369
C  1.6209  -3.3029  -3.1590
H  -0.3568  -1.8915  4.1348
N  0.2645  0.6388  -2.7489
H  1.1982  -1.4131  3.4364
H  2.3642  -0.2874  -5.4433
H  -3.3226  3.1749  8.7408
H  8.6166  -6.2173  -4.4897
H  -0.5103  -0.5592  6.7436
O  -3.7050  5.7268  8.4091
H  3.0017  0.9689  -4.2639
O  -0.3617  -0.2129  2.8830
H  1.5422  2.1225  -5.6245
H  -4.5982  1.8463  -1.6615

=====

(2)
A structure of composition C26H58Br4O11S in a non-equilibrium geometry. Source: OMol25; level of theory: ωB97M-V/def2-TZVPD.

Summary:
LUMO = 0.14 eV
2S+1 = 1
orbital gap = 0.3347 Eh
E_HOMO = -0.3296 Eh

CARTESIAN COORDINATES (ANGSTROEM)
C  0.0101  -8.0691  2.9054
H  -2.1165  2.9984  0.8475
H  2.6731  -6.0239  2.6214
O  3.8410  0.2372  4.8643
H  -4.2018  4.2098  -4.2626
H  0.8822  3.6493  -1.3517
H  5.8813  -3.7184  6.0359
C  -1.3840  -3.0775  1.0744
H  -4.1191  -1.4073  -7.2505
H  -5.0124  3.5478  -2.8504
C  6.3608  -1.6268  6.2454
H  2.9434  0.4840  5.1203
C  -1.2841  1.1567  1.9313
O  -3.7479  7.6627  -4.8176
H  3.3263  2.8589  5.0222
H  1.0517  -0.9838  -0.8535
H  -4.1390  0.8995  -8.2392
O  -3.0732  1.7429  -6.7125
C  -2.3432  8.6842  -6.4932
C  -2.5150  7.5363  -5.5180
O  0.2943  3.5075  0.6597
Br  -0.9630  0.9761  3.8977
H  4.0528  -4.3061  1.4329
H  1.2198  -8.0767  4.6986
H  -4.0436  5.3632  -1.4251
H  0.3717  -2.9107  -0.4128
H  -5.4848  5.1465  -3.4665
O  -2.5172  4.2266  -2.1784
H  -2.4820  0.3818  -2.0424
C  -2.4475  2.1471  1.5377
S  -0.3636  -1.3297  -2.7876
O  -0.9344  -0.5245  -3.9078
H  3.3392  -5.5056  4.1636
H  -2.3921  1.4785  -6.0812
H  -3.1609  8.7003  -7.2194
H  5.6158  -1.4327  7.0202
H  -3.1231  -0.8107  -5.9052
H  6.6972  -3.0196  4.6241
H  -3.3955  1.6297  1.1591
H  -4.7697  -0.2256  -6.0935
C  -3.8772  -0.5299  -6.6462
O  2.7450  -3.3561  2.6853
H  0.5878  -6.4778  4.2480
C  0.3843  -0.2837  -1.4336
H  -2.9618  0.2548  -0.3065
C  -2.1450  -0.0685  -1.0435
O  -1.1172  -7.3755  2.3850
C  -3.6073  5.1205  -2.3959
C  3.8572  -4.2236  2.5045
C  -0.4927  0.4255  1.0061
C  3.5567  -5.5870  3.0947
C  4.3311  1.2489  3.9905
Br  0.9208  -0.6852  1.8822
C  4.3355  2.5900  4.6975
H  6.4188  -0.7273  5.6266
C  -4.6412  4.4743  -3.2962
H  -1.6873  2.5258  -1.1177
H  4.9586  2.5484  5.5941
H  -0.2396  -9.1308  2.9498
C  -2.2618  -1.6856  -1.0485
C  -3.3767  0.6065  -7.5149
H  -3.2234  6.0420  -2.8419
H  4.7309  -3.7768  2.9803
Br  -1.6543  -3.7015  2.9480
H  -3.3344  -1.8402  -1.4412
C  5.9592  -2.8269  5.4106
C  -2.2914  -2.2567  0.4120
H  -2.5045  6.5747  -6.0418
C  -0.0903  -3.5969  0.3520
H  -1.3968  8.6007  -7.0322
C  0.5448  2.8559  -0.5998
C  -0.7311  0.4892  -0.5516
H  4.7685  -1.8197  4.2459
H  5.3435  0.9737  3.6866
H  7.3310  -1.7892  6.7212
H  4.7144  3.3768  4.0409
H  -0.3279  -4.6024  -0.1428
H  0.8515  -7.9409  2.2161
H  -2.4757  0.3117  -8.0623
C  0.3580  -7.5467  4.2857
Br  -3.9153  -1.7508  1.4734
H  -2.3657  9.6410  -5.9661
H  -2.7915  2.6887  2.4899
H  2.5856  -3.2830  3.6359
O  4.6917  -2.6047  4.8041
H  0.7288  -3.8155  1.1252
H  -1.7087  7.5366  -4.7818
H  -0.4891  -7.6672  4.9654
C  -0.6698  2.0036  -1.1581
H  1.4243  2.1455  -0.4583
H  4.4016  -6.2665  2.9589
H  3.6988  1.2795  3.0970
H  -0.4654  1.8584  -2.2798
O  0.7667  -2.1990  -3.2858
O  -1.4315  -2.3453  -2.0229
H  1.0870  0.4342  -1.9844
H  -2.1304  4.0234  -3.0392
H  -4.4569  7.6525  -5.4720
H  1.1192  3.7405  1.1194
H  -0.8862  -6.4393  2.3397

=====

(3)
A structure of composition C26H58OP4Yb in a non-equilibrium geometry. Source: OMol25; level of theory: ωB97M-V/def2-TZVPD.

Summary:
LUMO (spin up / spin down) = -9.86 / -10.98 eV
2S+1 = 2
orbital gap (spin up / spin down) = 0.2150 / 0.1734 Eh
E_HOMO (spin up / spin down) = -0.5773 / -0.5769 Eh
net charge = +3

CARTESIAN COORDINATES (ANGSTROEM)
H  -1.1506  4.5154  0.7018
H  3.4711  -1.0424  1.8922
H  -4.4683  -1.1892  -0.8391
C  -2.0068  0.0481  2.4335
H  0.9077  -2.6107  -4.7081
C  2.6634  1.8098  0.8157
H  1.4766  -0.3995  -4.6819
H  -0.7491  -4.8979  -2.5173
H  -0.9644  3.8966  -5.4110
C  0.0254  2.1981  -6.3466
H  -1.4274  1.2789  5.0809
C  1.1641  -2.8387  2.8892
H  4.8183  -0.2175  1.0417
C  1.8463  0.2057  4.4840
C  -0.1823  -2.1931  3.2573
H  1.0136  -2.0086  -1.7343
C  0.5376  1.3973  -3.7292
P  0.9536  -3.2430  -2.3258
H  -2.9487  -1.6530  3.4340
C  -0.5199  -2.4569  4.7258
H  -0.1733  2.5123  -7.3662
H  4.0934  -0.2177  -1.9934
H  -2.7727  -0.2106  4.4752
C  -4.3739  -0.1118  -0.6361
H  4.1022  -1.7078  0.3682
C  0.4629  4.5652  -0.6762
H  0.8883  0.3391  -6.9577
C  2.0911  -3.9597  -1.1499
H  2.9184  -3.2739  -1.0386
H  -3.4063  2.5219  -0.1756
C  -0.4723  0.7926  5.3072
C  -2.9705  -0.5562  3.4516
H  0.5105  3.9610  1.3528
H  -3.1890  1.7909  1.9318
C  -3.2417  0.3098  -3.1780
H  0.2601  -2.1025  5.4118
H  0.5028  1.6197  3.6020
C  0.6457  0.9814  -6.1285
H  -0.9723  -2.6647  2.6469
Yb  -0.0050  -0.3966  -1.1398
H  -0.6644  -0.1550  5.8266
P  2.6543  0.1947  -0.0549
H  2.5298  0.1594  3.6250
C  0.4259  0.6241  4.0769
C  -3.0090  2.3104  -1.1772
C  0.9525  0.5647  -4.8222
H  1.5291  4.3912  -0.8762
H  2.4045  -4.9342  -1.5210
H  -3.6731  2.7660  -1.9267
C  -0.6983  -3.8994  -2.0538
P  -2.8156  0.4930  -1.4011
H  2.2839  1.6985  1.8408
H  1.9842  -2.4346  3.5001
H  -0.5905  -3.5466  4.8634
H  -5.2764  0.3968  -1.0103
H  -0.1136  3.3299  -3.1096
H  0.0549  1.4463  6.0188
H  -1.4372  -3.2314  -2.4862
H  4.5495  1.3035  -1.1736
C  -0.3567  3.0071  -5.2775
C  -0.0912  4.3225  0.5131
H  2.0111  2.5246  0.2914
H  2.5370  -2.6109  -4.0114
H  -3.9935  -0.2441  3.1926
H  -1.4859  -2.0416  5.0316
H  1.7308  -4.1801  -4.3531
H  1.1125  -3.9205  3.0777
C  -2.1751  1.5687  2.2959
H  1.6144  -4.0401  -0.1653
H  3.6800  2.2252  0.8549
C  3.8849  -0.7738  0.9086
H  -1.4610  2.0088  1.5846
C  0.0588  2.6959  -3.9863
H  -2.0216  2.7897  -1.2536
C  1.5721  -3.1446  -4.0103
H  2.2436  0.9619  5.1769
H  -2.0505  2.0843  3.2582
H  -0.8799  -3.9593  -0.9731
O  0.3892  0.9797  -2.4870
H  -2.3734  0.5971  -3.7918
P  -0.2103  -0.4176  2.6466
H  3.0687  1.2279  -2.1802
H  1.8663  -0.7607  5.0067
H  -3.4811  -0.7405  -3.3926
H  1.4241  -2.6952  1.8318
C  3.7046  0.6741  -1.4825
H  -4.0967  0.9358  -3.4443
H  -2.2454  -0.4154  1.4541
H  -4.3155  0.0186  0.4553
H  -0.1097  5.0534  -1.4803

=====

> 2S+1 of number 3 (C26H58OP4Yb)?

2

=====

> Which formula does entry 3 have?

C26H58OP4Yb

=====

> Which value of 2S+1 does entry 3 give?

2